No. 1
Density functional theory data (ωB97M-V/def2-TZVPD) for a structure of composition C58H35I4N9Ta.

The value obtained for the energy relative to the best compared isomer or geometry (same formula, charge and spin) is 164.6 kJ/mol. For the HOMO-LUMO gap, the calculation gives 4.7 eV.

Structure (ORCA input):
```
! wB97M-V def2-TZVPD RIJCOSX def2/J DEFGRID3
* xyz 3 1
Ta 0.2867 0.8005 -0.7237
I 9.3719 4.6528 -1.9708
C 7.5016 3.8185 -1.6649
C 7.1355 2.6618 -2.3511
C 5.8810 2.1158 -2.1622
C 4.9844 2.6949 -1.2566
C 5.3653 3.8512 -0.5687
C 6.6095 4.4169 -0.7804
C 3.6607 2.0977 -1.0356
C 3.2288 1.8401 0.2363
C 4.0283 1.9796 1.4067
C 3.2143 1.8063 2.4790
C 1.9116 1.5454 1.9798
C 0.7817 1.3889 2.8805
C 0.9270 1.7398 4.3109
C 0.6337 0.8006 5.2980
C 0.7288 1.1304 6.6405
C 1.1157 2.4125 7.0103
I 1.2603 2.9139 9.0182
C 1.4099 3.3597 6.0334
C 1.3209 3.0227 4.6944
C -0.3913 0.9132 2.4089
N -0.4047 0.5771 1.0709
C -2.0687 -0.9638 0.6222
C -2.1402 -1.8750 -0.3554
C -2.7657 -3.2012 -0.1091
C -2.0203 -4.3725 -0.2310
C -2.5728 -5.5959 0.1141
C -3.8866 -5.6578 0.5728
I -4.6964 -7.4773 1.1641
C -4.6563 -4.5027 0.6346
C -4.0940 -3.2804 0.2983
C -1.5689 -1.6161 -1.6741
C -1.9632 -2.3212 -2.8195
C -1.2269 -1.8241 -3.8651
C -0.3713 -0.8243 -3.3498
N -0.5667 -0.7301 -1.9555
C 0.4478 -0.0130 -4.1118
C 1.3936 0.9019 -3.5709
C 2.1784 1.7660 -4.3249
C 3.1095 2.3394 -3.4637
C 2.8638 1.8242 -2.2003
N 1.7656 0.9803 -2.2163
C 0.3448 -0.0982 -5.5789
C 1.4673 -0.3955 -6.3578
C 1.3571 -0.4988 -7.7318
C 0.1299 -0.2713 -8.3509
I -0.0280 -0.4006 -10.4118
C -0.9892 0.0422 -7.5854
C -0.8855 0.1118 -6.2078
C -2.5575 -0.1658 2.9228
C -1.6430 0.7728 3.1591
N 1.9088 1.4965 0.6098
H 7.8329 2.1913 -3.0302
H 5.6083 1.2121 -2.6927
H 4.6662 4.3336 0.1030
H 6.8845 5.3257 -0.2633
H 5.0885 2.1696 1.4091
H 3.4773 1.8393 3.5220
H 0.3568 -0.2078 5.0128
H 0.5128 0.3910 7.3992
H 1.7030 4.3603 6.3197
H 1.5389 3.7717 3.9425
H -0.9954 -4.3296 -0.5823
H -1.9863 -6.5004 0.0215
H -5.6909 -4.5550 0.9464
H -4.6936 -2.3791 0.3553
H -2.7137 -3.0929 -2.8491
H -1.2653 -2.1338 -4.8961
H 2.0814 1.9380 -5.3834
H 3.8777 3.0522 -3.7115
H 2.4218 -0.5866 -5.8835
H 2.2237 -0.7577 -8.3240
H -1.9393 0.2322 -8.0650
H -1.7569 0.3672 -5.6175
H -3.4985 -0.1746 3.4537
H -1.8448 1.5180 3.9191
N -0.8986 -4.7413 3.4793
C -0.2079 -3.9809 2.6415
N -0.6619 -2.8522 2.1420
C -1.8755 -2.4503 2.5022
N -2.3160 -1.2330 1.9757
N -1.6048 0.3595 0.3535
C -2.5251 1.4546 0.2316
C -2.1056 2.4879 -0.5298
C -2.8822 3.6850 -0.7494
C -2.4366 4.6476 -1.5716
C -1.1644 4.5059 -2.2321
C -0.4173 3.4196 -2.0080
N -0.8354 2.3903 -1.1465
C -2.7095 -3.2072 3.3690
C -4.0540 -2.8971 3.6729
C -4.7870 -3.7353 4.4641
C -4.2172 -4.9190 4.9785
C -2.9259 -5.2693 4.6797
C -2.1788 -4.4143 3.8648
H -0.4861 -5.6016 3.8225
H 0.7869 -4.3170 2.3768
H -3.4608 1.4229 0.7640
H -3.8336 3.7640 -0.2424
H -3.0279 5.5359 -1.7452
H -0.8010 5.2734 -2.8990
H 0.5525 3.2799 -2.4663
H -4.5137 -2.0186 3.2455
H -5.8192 -3.5040 4.6878
H -4.8152 -5.5698 5.6023
H -2.4945 -6.1904 5.0504
*
```

=====

No. 2
Density functional theory data (ωB97M-V/def2-TZVPD) for a structure of composition C58H46HfN11P.

The value obtained for the energy relative to the best compared isomer or geometry (same formula, charge and spin) is 1099.1 kJ/mol. For the HOMO-LUMO gap, the calculation gives 5.4 eV.

Structure (ORCA input):
```
! wB97M-V def2-TZVPD RIJCOSX def2/J DEFGRID3
* xyz 2 1
Hf -0.5532 -0.4223 0.4248
C -6.8626 -4.7531 -0.8680
C -5.6483 -5.3043 -1.2544
C -4.4696 -4.6016 -1.0575
C -4.4997 -3.3437 -0.4617
C -5.7175 -2.7970 -0.0696
C -6.8964 -3.4988 -0.2771
C -3.2326 -2.5959 -0.2187
C -2.5649 -2.0658 -1.3809
C -3.0762 -2.1873 -2.6687
C -2.2652 -1.4336 -3.5078
C -1.2977 -0.8240 -2.7214
C -0.4660 0.2568 -3.2561
C -0.5656 0.5998 -4.7015
C 0.4645 0.2702 -5.5749
C 0.3922 0.6441 -6.9103
C -0.7064 1.3518 -7.3748
C -1.7386 1.6806 -6.5054
C -1.6712 1.3039 -5.1727
C 0.3148 1.0259 -2.4920
N 0.3899 0.6548 -1.1366
C 2.3003 0.8093 -0.3416
C 3.1261 0.2126 0.7688
C 4.5585 0.5785 0.8009
C 4.9233 1.9263 0.8260
C 6.2563 2.3001 0.8274
C 7.2485 1.3293 0.7834
C 6.8983 -0.0109 0.7266
C 5.5621 -0.3854 0.7282
C 2.5577 -0.7270 1.5821
C 3.2850 -1.3762 2.6778
C 2.4044 -2.0304 3.4402
C 1.0815 -1.8540 2.8429
N 1.1835 -1.1060 1.7044
C -0.0785 -2.3724 3.3944
C -1.3202 -2.4185 2.7277
C -2.4561 -3.1616 3.2028
C -3.3578 -3.2158 2.1957
C -2.8176 -2.4945 1.0758
N -1.5897 -1.9200 1.4785
C 0.0116 -3.0697 4.7154
C 0.4195 -4.3990 4.7853
C 0.4980 -5.0443 6.0113
C 0.1628 -4.3679 7.1760
C -0.2494 -3.0448 7.1131
C -0.3237 -2.3984 5.8869
C 2.5823 2.2909 -2.4003
C 1.0313 2.3268 -2.6598
N -1.4316 -1.2504 -1.3917
H -7.7809 -5.3026 -1.0253
H -5.6186 -6.2861 -1.7077
H -3.5216 -5.0310 -1.3584
H -5.7418 -1.8196 0.3982
H -7.8407 -3.0659 0.0250
H -3.9558 -2.7426 -2.9447
H -2.3811 -1.3016 -4.5706
H 1.3135 -0.2968 -5.2107
H 1.1911 0.3768 -7.5891
H -0.7631 1.6412 -8.4154
H -2.5997 2.2252 -6.8697
H -2.4807 1.5434 -4.4914
H 4.1548 2.6942 0.8457
H 6.5240 3.3480 0.8591
H 8.2906 1.6187 0.7811
H 7.6671 -0.7700 0.6690
H 5.2947 -1.4316 0.6448
H 4.3440 -1.2774 2.8446
H 2.5934 -2.5937 4.3393
H -2.5088 -3.6452 4.1636
H -4.2922 -3.7526 2.1811
H 0.6739 -4.9291 3.8747
H 0.8172 -6.0770 6.0566
H 0.2214 -4.8721 8.1312
H -0.5125 -2.5154 8.0193
H -0.6479 -1.3651 5.8379
H 2.8519 3.1868 -1.8282
H 0.8029 2.8254 -3.6001
C -2.2816 4.5450 -2.2666
N -2.3866 3.2410 -1.6310
C -3.5587 2.5831 -1.3663
C -3.2192 1.4677 -0.6663
N -1.8603 1.4279 -0.5037
C -1.3759 2.5345 -1.0911
P 0.3716 3.2299 -1.1643
C 0.9727 1.7294 -0.2035
N 1.4364 -0.3076 -0.7710
C 2.1675 -0.9628 -1.8204
C 3.0742 -0.1004 -2.2686
N 3.0366 1.1405 -1.5738
C 3.3536 2.3299 -3.7094
C -1.0916 3.4726 1.2737
N -0.8801 2.0850 1.7966
C -0.1780 2.1977 3.1051
C 0.5748 3.4405 2.8580
N -0.2062 4.1836 1.9100
C 0.0526 5.5929 1.6536
H -3.1577 4.7059 -2.8886
H -1.4020 4.5850 -2.9071
H -2.2237 5.3287 -1.5115
H -4.5100 2.9558 -1.7038
H -3.8602 0.6861 -0.2920
H 1.9489 -1.9778 -2.1040
H 3.7912 -0.2562 -3.0591
H 4.4236 2.2333 -3.5270
H 3.1743 3.2827 -4.2056
H 3.0267 1.5418 -4.3894
H -0.5804 1.7695 4.0111
H 1.1249 3.9855 3.6082
H -0.0254 6.1599 2.5798
H -0.6845 5.9462 0.9400
H 1.0547 5.7102 1.2405
C 2.3744 1.6589 3.1895
C 1.1410 2.0590 2.4354
N 0.4773 1.5706 1.1846
H 2.3519 2.2457 4.1107
H 3.3073 1.8894 2.6836
H 2.3554 0.6179 3.4910
*
```

=====

No. 3
Density functional theory data (ωB97M-V/def2-TZVPD) for a structure of composition C58H48P3RhS2Si.

For the HOMO-LUMO gap (alpha / beta), the calculation gives 5.6 / 5.5 eV.

Structure (ORCA input):
```
! wB97M-V def2-TZVPD RIJCOSX def2/J DEFGRID3
* xyz 0 1
Rh -0.4250 0.2911 0.5120
C 0.9743 -6.7539 1.2647
C 1.3510 -5.5885 1.9184
C 1.0711 -4.3523 1.3528
C 0.4230 -4.2546 0.1210
C 0.0611 -5.4308 -0.5326
C 0.3315 -6.6717 0.0375
P 0.2151 -2.5364 -0.5221
C -0.9011 -2.7130 -1.9724
C -0.6617 -1.9545 -3.1197
C -1.5603 -1.9582 -4.1792
C -2.7199 -2.7192 -4.1072
C -2.9782 -3.4616 -2.9618
C -2.0824 -3.4477 -1.9010
C 1.8249 -2.2986 -1.3718
C 2.3240 -3.1811 -2.3320
C 3.5123 -2.9038 -2.9836
C 4.2142 -1.7398 -2.6801
C 3.7309 -0.8684 -1.7139
C 2.5334 -1.1399 -1.0324
Si 1.8680 -0.0794 0.3787
C 2.3808 -0.9970 1.9514
C 3.5920 -1.6930 2.0943
C 3.9271 -2.2983 3.2946
C 3.0649 -2.2086 4.3880
C 1.8689 -1.5221 4.2666
C 1.5213 -0.9367 3.0464
P -0.0263 0.0024 2.7763
C -1.3450 -0.9963 3.5384
C -2.5867 -0.3923 3.7460
C -3.6762 -1.1462 4.1489
C -3.5498 -2.5201 4.3198
C -2.3279 -3.1313 4.0878
C -1.2276 -2.3718 3.7012
C 0.2449 1.4114 3.9184
C -0.4774 1.6358 5.0839
C -0.1799 2.7273 5.8958
C 0.8470 3.5955 5.5573
C 1.5887 3.3658 4.4050
C 1.2840 2.2845 3.5933
C 2.8595 1.5138 0.4096
C 4.2348 1.6307 0.6544
C 4.8311 2.8832 0.7198
C 4.0696 4.0351 0.5395
C 2.7079 3.9354 0.2891
C 2.1218 2.6734 0.2194
P 0.3636 2.3683 -0.1348
C -0.3878 3.9815 0.1902
C -0.7712 4.8098 -0.8557
C -1.3540 6.0438 -0.5872
C -1.5562 6.4480 0.7233
C -1.1739 5.6213 1.7726
C -0.5973 4.3887 1.5075
C 0.3217 2.1998 -1.9586
C 1.4483 2.3848 -2.7552
C 1.3778 2.1788 -4.1295
C 0.1772 1.8070 -4.7168
C -0.9533 1.6326 -3.9261
C -0.8838 1.8151 -2.5535
H 1.1849 -7.7202 1.7059
H 1.8619 -5.6362 2.8727
H 1.3749 -3.4492 1.8722
H -0.4213 -5.3910 -1.5014
H 0.0432 -7.5748 -0.4861
H 0.2291 -1.3406 -3.1908
H -1.3483 -1.3638 -5.0606
H -3.4227 -2.7243 -4.9313
H -3.8866 -4.0467 -2.8862
H -2.3231 -3.9961 -0.9976
H 1.7705 -4.0801 -2.5809
H 3.8898 -3.5853 -3.7369
H 5.1387 -1.5164 -3.1992
H 4.2907 0.0327 -1.4874
H 4.2654 -1.7865 1.2465
H 4.8596 -2.8422 3.3862
H 3.3306 -2.6734 5.3294
H 1.1973 -1.4527 5.1154
H -2.7137 0.6652 3.5388
H -4.6327 -0.6634 4.3058
H -4.4073 -3.1119 4.6158
H -2.2250 -4.2038 4.1946
H -0.2841 -2.8682 3.5123
H -1.2696 0.9595 5.3732
H -0.7548 2.8929 6.7981
H 1.0733 4.4444 6.1904
H 2.4022 4.0282 4.1347
H 1.8712 2.1160 2.6997
H 4.8380 0.7456 0.8294
H 5.8914 2.9666 0.9259
H 4.5378 5.0101 0.5961
H 2.1102 4.8289 0.1542
H -0.6207 4.4973 -1.8803
H -1.6508 6.6855 -1.4072
H -2.0185 7.4060 0.9277
H -1.3406 5.9269 2.7980
H -0.3260 3.7403 2.3293
H 2.3911 2.6783 -2.3090
H 2.2633 2.3118 -4.7377
H 0.1231 1.6488 -5.7868
H -1.8944 1.3391 -4.3745
H -1.7608 1.6547 -1.9347
C -5.2016 1.9795 0.3497
C -3.9183 1.1961 0.5367
S -2.4772 2.0454 0.8943
C -3.9193 -0.1621 0.4603
C -5.2109 -0.9413 0.3264
S -2.4681 -1.0713 0.4505
H -4.9844 3.0401 0.2362
H -5.8573 1.8667 1.2191
H -5.7693 1.6447 -0.5229
H -5.9543 -0.6303 1.0650
H -5.0385 -2.0103 0.4399
H -5.6486 -0.7831 -0.6644
*
```

=====

No. 4
Density functional theory data (ωB97M-V/def2-TZVPD) for a structure of composition C58H50F3N4O4Sr.

The value obtained for the energy relative to the best compared isomer or geometry (same formula, charge and spin) is 331.9 kJ/mol. For the HOMO-LUMO gap, the calculation gives 7.1 eV.

Structure (ORCA input):
```
! wB97M-V def2-TZVPD RIJCOSX def2/J DEFGRID3
* xyz -1 1
Sr 0.1953 -0.2845 0.9244
C 2.8450 -0.7232 4.5591
N 1.7132 0.2036 4.6397
C 2.1063 1.5614 4.9959
C 2.7388 2.3401 3.8617
C 3.7578 3.2598 4.0850
C 4.2293 4.0034 3.0144
C 3.6800 3.7914 1.7600
C 2.6723 2.8420 1.6335
N 2.2021 2.1471 2.6653
C 0.6974 -0.2846 5.5475
C -0.0818 -1.5031 5.0920
C -1.2494 -1.8160 5.7887
C -1.9740 -2.9328 5.4205
C -1.5247 -3.6968 4.3529
C -0.3672 -3.3001 3.7100
N 0.3494 -2.2405 4.0778
C 3.8222 -0.3556 3.4803
C 5.0744 0.1726 3.7714
C 5.9080 0.5503 2.7316
C 5.4613 0.3858 1.4311
C 4.2096 -0.1812 1.2393
N 3.4164 -0.5605 2.2321
H 2.4215 -1.6928 4.3124
H 3.3719 -0.7853 5.5310
H 2.7639 1.5839 5.8855
H 1.1944 2.1096 5.2470
H 4.1790 3.3915 5.0747
H 5.0224 4.7274 3.1596
H 4.0156 4.3511 0.8968
H 2.1774 2.6409 0.6900
H -0.0424 0.5090 5.6667
H 1.1138 -0.4972 6.5543
H -1.5844 -1.1801 6.5990
H -2.8837 -3.1952 5.9454
H -2.0613 -4.5780 4.0297
H 0.0155 -3.8570 2.8610
H 5.3832 0.2972 4.8017
H 6.8816 0.9779 2.9366
H 6.0688 0.6832 0.5873
H 3.8368 -0.3372 0.2305
C 2.8932 1.3425 -4.2487
C 1.5925 0.5500 -4.0570
C 1.0758 0.0987 -5.4170
O 1.8494 -0.5430 -3.1736
C 1.1509 -0.3353 -1.9362
C 0.8130 1.1709 -2.0489
O 0.5994 1.3287 -3.4450
C -0.1495 1.9281 -1.0868
O 0.2693 1.6282 0.1791
C 0.0626 3.4640 -1.3516
C 0.0449 4.0615 -2.6115
C 0.3010 5.4177 -2.7557
C 0.5638 6.2093 -1.6475
C 0.5315 5.6347 -0.3861
C 0.2798 4.2779 -0.2438
C -1.6630 1.8074 -1.3148
C -2.2417 1.6678 -2.5722
C -3.6125 1.8073 -2.7397
C -4.4218 2.1301 -1.6635
C -3.8506 2.2636 -0.4058
C -2.4889 2.0897 -0.2296
C 0.0597 -1.4441 -1.6653
O -0.7993 -1.0708 -0.6818
C -0.6958 -1.8130 -2.9578
C -0.1117 -2.4960 -4.0238
C -0.8706 -2.8816 -5.1196
C -2.2256 -2.5865 -5.1712
C -2.8169 -1.9109 -4.1131
C -2.0559 -1.5356 -3.0148
C 0.8027 -2.6917 -1.1109
C 1.6572 -2.5299 -0.0186
C 2.2432 -3.6039 0.6288
C 1.9895 -4.8943 0.1890
C 1.0992 -5.0831 -0.8579
C 0.4972 -3.9990 -1.4834
H 3.6275 0.6978 -4.7320
H 3.2970 1.6853 -3.2963
H 2.6960 2.2086 -4.8802
H 1.7120 -0.6933 -5.8111
H 1.0925 0.9484 -6.0998
H 0.0600 -0.2731 -5.3209
H 1.9025 -0.4294 -1.1479
H 1.7746 1.6582 -1.8117
H -0.1502 3.4621 -3.4863
H 0.2897 5.8613 -3.7450
H 0.7809 7.2639 -1.7700
H 0.7042 6.2443 0.4938
H 0.2519 3.8112 0.7317
H -1.6243 1.4487 -3.4299
H -4.0458 1.6722 -3.7245
H -5.4863 2.2720 -1.8078
H -4.4703 2.5195 0.4450
H -2.0379 2.1949 0.7482
H 0.9458 -2.7226 -4.0013
H -0.4017 -3.4151 -5.9392
H -2.8199 -2.8833 -6.0276
H -3.8756 -1.6807 -4.1417
H -2.4979 -1.0221 -2.1737
H 1.8662 -1.5421 0.3601
H 2.8926 -3.4254 1.4779
H 2.4556 -5.7411 0.6774
H 0.8656 -6.0898 -1.1841
H -0.2363 -4.1843 -2.2545
F -6.8267 -1.3681 -3.2260
C -7.0064 -2.1840 -2.1546
F -8.2657 -1.9355 -1.7160
F -7.0166 -3.4444 -2.6446
C -5.9780 -1.9745 -1.0979
C -4.8593 -2.7976 -1.0285
C -3.8597 -2.5290 -0.1137
C -3.9543 -1.4293 0.7510
C -5.1295 -0.6686 0.7227
C -6.1222 -0.9209 -0.2023
C -2.8439 -1.0503 1.5599
C -1.8679 -0.6153 2.1631
H -4.7704 -3.6329 -1.7110
H -2.9689 -3.1416 -0.0842
H -5.2329 0.1409 1.4298
H -6.9942 -0.2822 -0.2634
*
```